(1)
The following is a quantum chemistry calculation of C36H32N3O6PS3Ta as an isolated structure, from the OMol25 dataset.

```
82
Properties=species:S:1:pos:R:3
C 2.007 -0.263 4.699
C -4.394 3.104 0.893
C -1.633 -2.039 3.518
H 2.816 -3.220 3.243
C -5.159 2.013 0.593
C 3.003 1.573 -0.945
O 1.339 -1.777 -0.060
H 0.130 -1.524 -6.711
H -1.169 1.057 2.365
N -1.321 -1.377 1.237
C -2.384 1.918 0.170
H -1.802 -1.719 4.537
O 3.445 -3.407 5.541
H 4.907 2.558 -0.979
C 1.462 0.396 3.633
H 2.169 2.127 -3.322
N -1.014 1.854 -0.005
H 0.076 -3.204 -4.148
H 1.417 -1.601 -5.502
C -0.272 2.942 0.179
C 2.476 -1.577 4.549
Ta 0.158 -0.040 -0.573
C -3.000 3.080 0.675
S -0.881 1.202 -2.744
C -1.190 -5.087 1.468
O 3.068 -1.676 6.763
P 0.409 0.240 -3.898
C 1.862 -1.557 2.242
C 3.347 3.864 -0.294
H 3.997 4.718 -0.157
C 2.002 3.961 0.006
H 0.349 -3.844 -5.786
H 1.181 3.726 -5.745
C -1.138 -4.379 -0.832
C 1.632 1.637 -0.677
C 2.010 2.269 -4.392
H 0.392 3.660 -4.158
C -0.145 -3.063 -5.206
H -4.841 4.006 1.293
C -1.106 -5.395 0.141
C -1.280 -2.707 0.895
S 1.646 -0.758 -2.700
H 1.099 1.410 3.727
C -1.820 0.367 2.891
O 1.190 1.192 -4.908
H 2.971 2.178 -4.896
H -2.855 0.622 2.648
H 3.426 0.652 -1.327
H -1.473 -4.113 3.985
H -1.100 -4.638 -1.882
H -1.026 -6.428 -0.174
C 1.847 -2.219 0.977
C 1.349 3.596 -4.676
C -0.851 4.141 0.675
C 1.156 2.859 -0.167
C -1.229 -3.050 -0.489
N 3.040 -2.272 5.704
O -0.364 -0.679 -4.924
C -1.563 -1.060 2.497
H 1.990 4.405 -4.322
C 1.341 -0.240 2.368
H -2.749 -0.078 -0.580
H -2.626 5.104 1.333
H -6.229 2.031 0.756
H -1.190 -5.859 2.228
O 0.759 0.378 1.406
C -2.179 4.199 0.939
C -4.548 0.866 0.051
H 2.341 -3.197 0.916
H -1.222 -3.145 -5.346
H -1.684 0.492 3.964
C 3.850 2.655 -0.758
H -0.230 5.004 0.846
H -5.154 0.009 -0.214
C 0.342 -1.708 -5.659
S -1.365 -1.792 -1.695
H 1.629 4.906 0.377
C -1.301 -3.734 1.865
C -3.196 0.811 -0.156
H 2.087 0.212 5.667
C 2.426 -2.215 3.340
C -1.462 -3.353 3.213
```

Summary:
Multiplicity: 2
F_max: 0.0020 Eh/bohr
HOMO level (alpha / beta): -6.457 / -7.320 eV
E_LUMO (alpha / beta): -0.69 / -0.75 eV

Atomic partial charges in e from the Mulliken method, atoms 1 to 8: -0.4510, -0.8149, -1.1234, 0.5653, -0.6922, -0.7766, -0.3293, 0.3658

***

(2)
The following is a quantum chemistry calculation of C36H32N5O8ScSi as an isolated structure, from the OMol25 dataset.

```
83
Properties=species:S:1:pos:R:3
N 1.333 0.897 -0.760
N 2.563 0.927 -0.265
H -3.753 -5.523 -0.555
H -1.885 6.960 4.291
O 4.718 -5.753 -4.890
O 2.149 4.062 -3.567
O -0.990 1.256 -2.011
C -3.555 -4.977 -1.474
C 2.646 -3.834 -1.156
C 1.954 -2.934 -1.973
O 0.263 -1.290 -2.198
C -0.675 -4.909 -0.353
C -0.068 2.026 -2.378
C -2.175 4.137 1.694
H -1.150 -5.442 0.468
H -5.035 -0.739 3.199
O 4.184 3.868 -2.716
H -4.419 -4.349 -1.673
H 3.168 -3.940 -4.981
C -3.504 -2.961 1.181
O 0.815 -1.875 -0.161
C 1.379 3.404 2.711
C 1.966 4.683 2.758
H 2.470 -3.805 -0.090
C 3.016 3.534 -2.727
C -0.333 1.998 1.707
Sc -0.863 -0.380 -0.595
C 2.523 2.488 -1.803
H -1.170 -2.741 -3.481
C -1.962 6.167 3.556
C 4.072 3.761 3.453
C -3.091 6.091 2.752
C 0.965 -1.982 -1.413
C 2.167 -2.968 -3.356
C 2.218 2.304 2.983
C -0.944 5.246 3.433
C -4.239 -2.494 2.236
H -3.494 -5.709 -2.274
C 3.510 -4.752 -1.699
C -4.458 -1.124 2.372
H 1.212 3.655 -3.471
C -0.633 0.943 1.151
H 1.638 -2.256 -3.969
H -2.159 -4.125 -3.924
H -0.497 -4.358 -3.432
C 3.695 -4.802 -3.091
Si -1.938 -3.920 -1.411
H -0.097 5.310 4.100
H -2.244 3.353 0.953
C -3.898 -0.271 1.434
H 4.053 -5.453 -1.081
H 4.341 2.045 -0.604
H -5.193 1.399 1.774
H 1.801 1.308 2.908
C 3.316 1.863 -0.855
H -4.069 4.969 1.207
C 3.278 4.854 3.128
H -0.104 -5.631 -0.928
C 3.018 -3.887 -3.913
N 4.541 -5.760 -3.655
N -3.131 -0.705 0.438
C 1.264 1.834 -1.691
H -3.875 6.831 2.836
O -0.152 2.932 -3.226
C -1.006 4.210 2.480
H -3.958 1.632 0.511
H -3.315 -4.014 1.059
C -1.392 -3.776 -3.238
H 3.699 5.851 3.160
C -4.160 1.204 1.490
C 3.531 2.486 3.353
H 2.809 0.302 0.487
H 5.099 3.901 3.758
C 0.012 3.210 2.328
C -2.928 -2.042 0.267
O 5.083 -6.603 -2.910
H 0.021 -4.194 0.075
H 4.152 1.627 3.575
C -3.190 5.054 1.833
H 1.380 5.538 2.452
H -3.504 1.685 2.213
H -4.652 -3.184 2.963
N -2.165 -2.338 -0.784
```

Summary:
F_max: 0.0408 Eh/bohr
Net charge: -2
HOMO level (alpha / beta): -0.977 / 0.303 eV
E_LUMO (alpha / beta): 3.16 / 1.87 eV

Atomic partial charges in e from the Mulliken method, atoms 1 to 8: 0.6188, -0.2918, 0.3683, 0.3540, -0.6666, -0.5836, -0.4322, -1.3589

***

(3)
The following is a quantum chemistry calculation of C36H33BCaN9P as an isolated structure, from the OMol25 dataset.

```
81
Properties=species:S:1:pos:R:3
C -1.540 -4.556 0.106
H -2.016 -1.659 -3.481
H -4.970 1.413 -0.709
C 1.340 1.964 -2.164
N 1.450 4.263 1.488
H -3.011 3.965 3.932
C -1.097 -2.224 -3.383
C 3.746 1.092 3.410
C -2.994 -1.332 -0.985
C -1.493 -4.037 2.822
N -1.237 1.683 2.370
H 1.899 4.740 3.512
N 1.466 4.920 0.300
C -3.943 -2.229 -1.480
H 0.931 -0.187 -2.102
C -0.586 -2.530 -2.127
C 2.624 -0.162 -3.339
C -1.596 -5.607 1.006
H -1.491 -3.830 3.886
N 0.856 2.157 0.163
C -5.245 -1.818 -1.700
C 2.835 0.090 3.097
H 1.027 -3.502 -1.066
Ca -0.055 0.187 1.061
H -0.659 4.822 2.834
C -0.107 2.015 -1.814
H 2.171 -4.254 -3.090
H -1.599 -6.157 3.080
N 1.997 1.927 2.331
C 1.254 -3.687 -3.178
C -2.312 2.041 3.060
H 1.665 2.644 -2.945
C 2.075 6.327 1.959
P -1.294 -1.830 -0.610
C -3.374 -0.020 -0.711
H 2.891 -0.968 3.303
C 0.603 -3.257 -2.034
C -1.562 -5.344 2.368
C 3.747 -0.840 -2.990
H 2.255 -0.179 -4.356
H -0.849 -2.417 -5.502
C -1.442 -3.234 0.542
H -2.278 -1.185 2.314
C 3.760 0.082 -0.708
H 4.289 -1.393 -3.748
H -0.941 1.899 -2.497
H -3.662 -3.255 -1.690
H -6.637 -0.189 -1.589
C -0.438 -2.652 -4.530
C -5.617 -0.506 -1.419
H 1.903 6.889 -0.204
C -1.439 -2.987 1.917
H -5.975 -2.517 -2.086
C 1.829 6.157 0.583
H 2.378 7.218 2.479
N -0.471 2.819 2.242
H 1.241 -3.722 -5.324
N 1.783 0.570 2.444
H -2.658 0.711 -0.349
C 1.815 0.462 -2.257
H 3.520 3.255 2.889
C -4.686 0.392 -0.925
N -0.364 2.082 -0.567
H 4.684 1.002 3.927
C 2.594 0.704 -0.996
C 1.999 2.077 -0.749
H 5.178 -1.387 -1.462
B 0.951 2.835 1.529
H 4.343 0.347 0.167
C 3.170 2.237 2.900
C 1.849 5.083 2.491
N -1.364 -1.626 2.408
H -3.076 1.309 3.277
H -1.161 -1.620 3.403
H 2.694 2.894 -0.568
H -1.659 -6.624 0.646
H -1.542 -4.767 -0.956
C -2.282 3.392 3.389
C 0.733 -3.386 -4.431
C -1.097 3.839 2.848
C 4.278 -0.825 -1.667
```

Summary:
Multiplicity: 2
F_max: 0.0217 Eh/bohr
Net charge: +1
HOMO level (alpha / beta): -9.484 / -11.294 eV
E_LUMO (alpha / beta): -2.06 / -2.86 eV

Atomic partial charges in e from the Mulliken method, atoms 1 to 8: -0.4916, 0.4028, 0.4701, -0.0363, -0.0713, 0.4371, -0.5941, -1.1722

***

(4)
The following is a quantum chemistry calculation of C36H33BCdF4N3O6 as an isolated structure, from the OMol25 dataset.

```
84
Properties=species:S:1:pos:R:3
C 3.696 -1.835 0.786
H -0.674 -4.913 2.159
C -3.187 2.739 0.211
O 1.920 5.314 0.430
H 7.586 4.138 0.139
C -1.537 -5.000 1.514
C 5.665 4.760 -0.586
C 1.435 4.196 0.364
C -2.644 -2.674 -1.968
C -2.206 -6.203 1.429
N -1.176 -2.730 0.955
F 1.158 1.698 4.960
H 4.746 -2.084 0.808
C -4.563 0.395 0.698
C 1.005 -1.143 0.679
B -0.039 1.390 4.365
F -0.231 0.019 4.360
H -7.012 -0.480 0.018
C -3.160 0.376 0.521
H 3.643 5.140 -1.170
C -5.247 1.594 0.674
H 3.452 -2.566 -1.197
H 0.255 3.884 -4.239
C 2.226 1.384 -2.083
O -5.165 -0.835 0.898
C 3.097 -1.235 1.877
Cd -0.355 1.710 0.543
N -2.605 -0.917 0.607
H 0.824 1.663 -5.146
H -6.802 -1.970 0.977
H 1.758 -3.697 -2.369
H 0.570 -2.789 -3.340
C -6.565 -0.906 0.923
H 2.788 0.686 -1.479
C 6.539 3.887 0.039
H 2.072 2.102 1.578
C -3.320 -6.318 0.614
C 4.711 2.392 0.460
C 2.952 -2.125 -0.348
O -3.500 -2.995 -0.890
H 6.726 1.990 1.022
C 1.761 -0.885 1.818
C -1.942 -3.868 0.793
C 1.911 2.639 -1.564
C 6.057 2.692 0.544
H 2.170 -2.084 -3.009
H -1.860 -7.050 2.003
H -6.308 1.634 0.869
N -0.291 -0.634 0.589
H -5.091 3.698 0.373
C 2.347 2.977 -0.151
C 1.603 -1.812 -0.405
H 4.340 1.459 0.856
H -2.670 3.669 0.010
C 1.363 -2.699 -2.598
H -0.291 -2.899 1.414
H 6.032 5.696 -0.983
H 2.100 0.075 -3.769
C 1.837 1.042 -3.366
H -2.642 -3.489 -2.701
C 3.823 3.282 -0.134
C -1.345 -1.366 0.686
H -3.861 -7.251 0.543
F -1.088 2.024 4.965
H -3.335 -1.620 0.646
O 0.779 -2.102 -1.471
C 1.125 1.936 -4.145
C 1.213 3.540 -2.361
C 0.813 3.184 -3.637
O 2.050 1.820 0.650
H 0.976 4.523 -1.985
H 1.280 -0.396 2.649
H -4.569 -5.290 -0.795
C -3.036 -4.018 -0.078
H -3.054 -1.774 -2.422
F 0.041 1.796 2.980
C -3.716 -5.227 -0.135
O 0.260 3.846 0.611
H -1.621 -2.473 -1.646
H 3.665 -1.015 2.768
H -6.981 -0.396 1.799
C -2.450 1.550 0.278
C -4.551 2.764 0.411
C 4.320 4.455 -0.692
```

Summary:
F_max: 0.0211 Eh/bohr
Net charge: -1
HOMO level: -5.538 eV
E_LUMO: 2.14 eV

Atomic partial charges in e from the Mulliken method, atoms 1 to 8: -0.9484, 0.4548, -0.3150, -0.7142, 0.3814, -1.1090, -0.9879, 0.1518

***

(5)
The following is a quantum chemistry calculation of C36H33BN6PtTe as an isolated structure, from the OMol25 dataset.

```
78
Properties=species:S:1:pos:R:3
C 2.135 2.638 0.458
H -3.630 0.742 4.305
H 4.132 1.924 3.090
H 0.341 -5.690 -3.660
C -3.617 3.752 -2.743
H 0.040 -3.854 -5.290
C -1.107 -3.089 -0.130
H -1.966 -4.874 3.402
C 4.355 3.482 0.094
C 1.584 1.335 2.514
C 2.931 -0.074 -4.384
C -3.708 3.088 -1.530
H 6.016 0.648 -3.202
C 3.050 3.302 -0.343
H -1.666 -5.073 0.723
H 2.741 3.684 -1.307
H -1.137 -3.495 4.130
C -1.479 2.743 -3.135
C 1.610 1.078 3.895
C -2.502 3.583 -3.552
C -1.547 -3.312 2.034
N -0.981 -1.899 0.440
N -0.056 -0.023 2.955
C -0.723 -2.484 -3.824
H -5.157 1.001 3.454
N -2.291 0.250 1.857
H 0.797 -0.119 6.211
C -0.217 -3.705 -4.250
H -0.884 -1.683 -4.536
H -0.603 2.601 -3.753
C 4.980 0.334 -3.206
C -2.818 1.549 0.198
N 0.579 0.662 1.976
H -1.459 -1.343 -2.166
C 0.089 -0.369 5.423
C -3.490 0.779 2.165
H -4.584 3.232 -0.913
H -4.427 -0.608 3.505
C -1.895 -3.788 3.404
H -2.430 4.101 -4.499
H 4.936 -0.025 -1.091
H -0.756 1.426 -1.619
B -1.394 -0.751 2.647
C -1.450 -4.027 0.858
H 2.278 1.494 4.630
H -2.850 -3.383 3.740
H -4.421 4.404 -3.057
H -4.772 2.189 1.075
C 4.261 0.325 -4.392
H 4.734 0.627 -5.318
H -0.892 0.011 5.711
N -1.250 -2.024 1.761
C -1.574 2.080 -1.922
C -0.357 -4.536 -1.998
C 2.516 2.126 1.695
N -1.888 0.724 0.657
C 0.551 0.227 4.135
Pt -0.035 -0.007 0.015
H 5.073 3.993 -0.535
C -2.688 2.241 -1.099
H 0.018 -1.454 5.356
H -1.906 -1.064 3.682
H -0.191 -5.330 -1.281
H 5.747 3.152 1.693
C -4.214 0.458 3.429
H 2.365 -0.093 -5.308
C 3.041 -0.457 -2.004
C 4.373 -0.048 -2.016
C 2.325 -0.466 -3.199
H 1.294 -0.794 -3.203
C -1.033 -2.287 -2.488
H 1.109 2.531 0.126
C -3.864 1.615 1.132
C 3.820 2.331 2.136
C -0.839 -3.307 -1.560
Te 2.241 -1.197 -0.204
C -0.044 -4.733 -3.334
C 4.734 3.006 1.341
```

Summary:
F_max: 0.0221 Eh/bohr
HOMO level (alpha / beta): -6.582 / -6.584 eV
E_LUMO (alpha / beta): -0.24 / -0.24 eV

Atomic partial charges in e from the Mulliken method, atoms 1 to 8: -0.0807, 0.2458, 0.3279, 0.3901, -0.7529, 0.4000, -0.2115, 0.4026

***

(6)
The following is a quantum chemistry calculation of C36H33N3O2P2Ti as an isolated structure, from the OMol25 dataset.

```
77
Properties=species:S:1:pos:R:3
C -2.849 1.599 -3.676
N 0.043 2.273 0.552
H 0.130 5.351 -0.784
H 4.686 -3.062 -3.843
C -0.277 -0.800 4.287
C -0.047 0.535 6.435
C -2.281 1.008 -1.416
H -0.288 6.967 1.409
H -0.427 -1.779 2.384
H 0.959 -0.401 -2.920
H -1.145 -4.383 -0.405
C -3.966 -2.574 -1.031
H 0.476 4.184 3.315
C -0.258 -0.839 2.912
C -2.175 -4.169 -0.656
H 3.636 2.590 0.005
Ti 0.063 0.341 0.202
N -0.062 0.256 2.148
H 0.772 7.340 3.441
H 1.691 1.818 -3.726
O 0.693 6.423 3.151
H -2.676 0.046 -5.140
C 0.561 6.361 1.766
C -2.730 1.948 -2.336
C 3.010 1.951 -0.604
H -1.911 -1.650 -3.504
C -0.074 0.421 4.949
P 1.438 -1.861 -0.283
H -0.953 0.069 6.851
H 2.965 0.342 0.840
H 3.322 -1.455 -2.591
C -1.976 -0.292 -1.845
C -4.835 -3.622 -1.269
C 3.327 -2.495 -2.299
C 0.164 4.595 -0.014
H 0.031 1.956 7.773
H 4.776 -5.424 -3.167
H -0.145 2.978 -1.390
H -4.314 -1.550 -1.070
H 0.227 2.504 4.667
C 4.102 -3.400 -3.003
C 1.849 -0.156 -0.961
H 2.040 -4.627 0.014
C 1.909 1.516 -2.711
C 0.108 1.558 4.161
C -2.629 -2.855 -0.755
C 3.398 -5.176 -1.548
C 0.105 1.458 2.777
C -4.384 -4.933 -1.195
C 2.568 -2.943 -1.221
C 1.478 0.280 -2.250
C 0.016 3.270 -0.353
C 0.193 2.601 1.867
H -3.207 2.327 -4.386
C 4.147 -4.734 -2.628
H -2.301 1.236 -0.332
C 2.615 -4.284 -0.836
H 3.439 -6.212 -1.256
H -0.457 -1.707 4.840
H 3.024 3.291 -2.273
H -0.040 -2.919 -1.839
H -5.865 -3.417 -1.511
C 2.596 0.712 -0.122
H -3.028 2.935 -2.014
H -2.716 -6.226 -0.843
C 2.669 2.347 -1.890
P -1.459 -1.489 -0.556
C 0.358 4.948 1.332
H -5.073 -5.745 -1.359
C -2.115 -0.636 -3.190
H 0.805 -0.059 6.808
H 1.460 6.745 1.253
N -0.002 -2.105 -1.226
O 0.063 1.872 6.812
C -2.547 0.313 -4.102
C 0.356 3.919 2.274
C -3.058 -5.205 -0.894
```

Summary:
Multiplicity: 2
F_max: 0.0384 Eh/bohr
Net charge: +3
HOMO level (alpha / beta): -16.478 / -16.481 eV
E_LUMO (alpha / beta): -10.20 / -9.96 eV

Atomic partial charges in e from the Mulliken method, atoms 1 to 8: -0.6100, 0.4410, 0.5927, 0.4323, -1.1561, -0.5406, -0.3433, 0.3926

***

Which formula does entry 4 have? C36H33BCdF4N3O6